No. 1
Computed, not measured: a structure of composition C29H49BaN7O7S5Sb, with ωB97M-V/def2-TZVPD.

The geometry in XYZ format:
```
99
Properties=species:S:1:pos:R:3:forces:R:3
Ba 1.16582 -2.38579 2.11149 0.1 0.0 -0.2
C -2.11323 -1.47069 -3.68472 0.0 0.0 0.0
C -1.39839 -0.71219 -2.55856 0.0 0.0 0.0
C -1.66887 0.77553 -2.76491 0.0 0.0 0.0
C -1.43310 1.81883 -1.66175 0.0 0.0 0.0
C -1.37770 3.16943 -2.38544 0.0 0.0 0.0
C -2.58819 1.80937 -0.66227 0.0 0.0 0.0
N -0.15242 1.56561 -0.86333 -0.1 0.0 0.1
C 0.47020 2.82849 -0.36319 0.0 0.0 0.0
C 1.44696 2.67949 0.78918 0.0 0.0 0.0
N 2.59597 1.84420 0.51487 0.0 0.0 0.0
C 3.29307 1.40859 1.74145 0.0 0.0 0.0
C 2.30996 1.08250 2.87202 -0.1 0.0 -0.1
O 2.31535 1.77435 3.88425 0.0 0.0 0.0
O 1.50588 0.11126 2.62357 -0.1 -0.1 0.0
C 3.51123 2.46221 -0.45886 0.0 0.0 0.0
C 4.30705 3.66262 0.07936 0.0 0.0 0.0
C 4.46116 1.43057 -1.07373 0.0 0.0 0.0
C 4.05324 0.89025 -2.45016 0.0 0.0 0.0
C 4.10321 1.99763 -3.50624 0.0 0.0 0.0
C 5.07303 -0.19797 -2.81597 0.0 0.0 0.0
N 2.66169 0.39230 -2.35455 0.0 0.0 0.0
C 2.30865 -0.56918 -3.39672 0.0 0.0 0.0
C 0.80907 -0.61025 -3.63294 0.0 0.0 0.0
N 0.04577 -1.00411 -2.45424 0.0 0.0 0.0
C 0.31198 -2.43764 -2.19915 0.0 0.0 0.0
C -0.59323 -3.11388 -1.14534 0.0 -0.1 0.0
O -1.64291 -3.63837 -1.54018 0.0 0.0 0.0
O -0.14793 -3.11241 0.03878 0.0 0.2 0.2
H -3.18842 -1.28348 -3.62858 0.0 0.0 0.0
H -1.96485 -2.54188 -3.57114 0.0 0.0 0.0
H -1.76596 -1.13964 -4.66936 0.0 0.0 0.0
H -1.83928 -1.02707 -1.60984 0.0 0.0 0.0
H -2.73413 0.87005 -2.99597 0.0 0.0 0.0
H -1.15897 1.11104 -3.67084 0.0 0.0 0.0
H -2.24667 3.21716 -3.04303 0.0 0.0 0.0
H -0.48605 3.25719 -3.00957 0.0 0.0 0.0
H -1.42807 4.02337 -1.71196 0.0 0.0 0.0
H -3.48710 2.16586 -1.16968 0.0 0.0 0.0
H -2.38496 2.46397 0.18733 0.0 0.0 0.0
H -2.77267 0.80628 -0.27296 0.0 0.0 0.0
H 0.52912 1.00733 -1.40342 0.0 0.0 0.0
H -0.42397 0.99932 -0.00778 0.1 0.0 -0.1
H -0.34317 3.45624 -0.00327 0.0 0.0 0.0
H 0.92942 3.32302 -1.21643 0.0 0.0 0.0
H 0.90388 2.28529 1.64365 0.0 0.0 0.0
H 1.71388 3.71508 1.07005 0.0 0.0 0.0
H 3.96581 2.18135 2.12322 0.0 0.0 0.0
H 3.87289 0.51099 1.51378 0.0 0.0 0.0
H 2.87472 2.83654 -1.26309 0.0 0.0 0.0
H 5.12058 3.34138 0.73053 0.0 0.0 0.0
H 3.68611 4.36658 0.63729 0.0 0.0 0.0
H 4.75244 4.19980 -0.76200 0.0 0.0 0.0
H 4.57966 0.57753 -0.40051 0.0 0.0 0.0
H 5.45628 1.87252 -1.18154 0.0 0.0 0.0
H 5.12565 2.36800 -3.61836 0.0 0.0 0.0
H 3.45544 2.83547 -3.23959 0.0 0.0 0.0
H 3.77638 1.62368 -4.47977 0.0 0.0 0.0
H 6.08472 0.20804 -2.74131 0.0 0.0 0.0
H 4.93356 -0.56061 -3.83724 0.0 0.0 0.0
H 4.99342 -1.03760 -2.12391 0.0 0.0 0.0
H 2.58789 -0.08816 -1.45670 0.0 0.0 0.0
H 2.70300 -1.56646 -3.17395 0.0 0.0 0.0
H 2.76137 -0.25645 -4.34178 0.0 0.0 0.0
H 0.60540 -1.28481 -4.48326 0.0 0.0 0.0
H 0.52556 0.39763 -3.94011 0.0 0.0 0.0
H 1.34228 -2.53797 -1.86265 0.0 0.0 0.0
H 0.19160 -3.00251 -3.13636 0.0 0.0 0.0
S 6.81214 -1.69883 1.39707 0.0 0.0 0.1
Sb 4.97343 -3.06662 1.25262 0.0 0.0 0.0
S 3.86415 -3.63328 3.24467 0.0 0.0 -0.1
S 3.36169 -2.14410 -0.17741 -0.1 0.0 0.1
O -0.91186 0.63994 1.59216 0.0 -0.1 -0.1
H -0.06612 0.49390 2.08375 0.0 0.0 0.1
H -1.43603 -0.17656 1.74992 0.0 0.1 0.0
N -6.66411 -0.67172 6.69316 0.0 0.0 0.0
C -5.56436 -1.15385 5.95912 0.0 0.0 0.0
C -5.51057 -2.48429 5.55852 0.0 0.0 0.0
C -4.40811 -2.96393 4.86567 0.0 0.0 0.0
C -3.35333 -2.11734 4.57229 0.0 0.0 0.0
C -3.39632 -0.78693 4.97162 0.0 0.0 0.0
C -4.49152 -0.31029 5.66568 0.0 0.0 0.0
S -1.97238 -2.68843 3.61708 -0.1 0.0 0.1
O -0.77354 -2.21475 4.28861 0.0 -0.1 -0.1
O -2.12689 -4.12296 3.50676 -0.1 0.0 0.0
N -2.04510 -1.92571 2.24884 0.0 0.0 -0.1
C -2.98484 -2.25287 1.31015 0.1 0.0 0.0
S -3.81213 -3.78724 1.18227 0.0 0.0 0.0
C -4.67361 -3.19349 -0.18066 0.0 0.0 0.0
C -4.26709 -1.93686 -0.46109 0.0 0.0 0.0
N -3.33020 -1.39680 0.38032 0.0 0.0 0.0
H -7.51799 -1.17424 6.50448 0.0 0.0 0.0
H -6.80710 0.32097 6.58658 0.0 0.0 0.0
H -6.33814 -3.14688 5.78782 0.0 0.0 0.0
H -4.35620 -3.99461 4.54211 0.0 0.0 0.0
H -2.56703 -0.13243 4.73224 0.0 0.0 0.0
H -4.52300 0.72632 5.98259 0.0 0.0 0.0
H -5.37152 -3.80695 -0.72525 0.0 0.0 0.0
H -4.62244 -1.34394 -1.29429 0.0 0.0 0.0
```
Forces are in eV/Å.

For the HOMO energy (spin up / spin down), the calculation gives -0.0547 / -0.0888 hartree. The total charge is -2. The lowest unoccupied orbital energy (spin up / spin down) is 3.63 / 3.63 eV. As for the gap between HOMO and LUMO (spin up / spin down): 5.1166 / 6.0460 eV. The spin multiplicity is 2.

---

No. 2
Computed, not measured: a structure of composition C18H20N4O7RuS2, with ωB97M-V/def2-TZVPD.

The geometry in XYZ format:
```
52
Properties=species:S:1:pos:R:3:forces:R:3
Ru -0.24330 0.23911 0.81062 0.0 0.0 0.0
O -4.95186 1.87347 2.01841 0.0 0.0 0.0
C -3.61806 1.82912 2.25374 -0.1 0.0 0.1
O -3.14158 1.23567 3.17698 0.0 0.0 0.0
C -2.86633 2.65543 1.23253 0.0 0.0 0.0
O -1.48418 2.48399 1.31191 0.0 -0.1 0.1
C -0.86030 3.11494 2.43525 0.0 0.0 -0.1
C 0.04348 2.16196 3.21061 0.0 0.0 0.0
O 0.45804 2.53264 4.29345 0.0 0.0 0.0
O 0.33259 1.04651 2.63075 0.0 0.0 0.0
H -5.35970 1.31241 2.69371 0.0 0.0 0.0
H -3.15064 3.70608 1.37047 0.0 0.0 0.0
H -3.19335 2.35104 0.23890 0.0 0.0 0.0
H -1.61048 3.49977 3.12550 0.0 0.0 0.0
H -0.23994 3.92872 2.05661 0.0 0.0 0.0
S -2.38892 -0.13877 -0.27769 0.0 -0.1 0.0
C -2.22271 -1.85814 -0.61747 0.0 0.1 0.0
C -2.97286 -2.40539 -1.66311 0.0 0.0 0.0
C -2.91560 -3.75317 -1.96264 0.0 0.0 0.0
C -2.09614 -4.58960 -1.21190 0.0 0.0 0.0
C -1.34391 -4.06214 -0.17944 0.0 0.1 0.0
C -1.38615 -2.69863 0.13836 0.1 0.0 0.0
S -0.42087 -2.11006 1.48585 0.0 0.0 -0.1
H -3.60523 -1.74242 -2.24063 0.0 0.0 0.0
H -3.50658 -4.15057 -2.77909 0.0 0.0 0.0
H -2.04271 -5.64945 -1.43089 0.0 0.0 0.0
H -0.70603 -4.70722 0.41380 0.0 0.0 0.0
C 2.98193 -3.53409 1.65939 0.0 0.0 0.0
N 3.00848 -2.65403 0.49353 0.0 -0.1 0.1
C 2.35295 -3.18705 -0.70072 0.0 0.0 0.0
C 2.87792 -1.35223 0.73923 -0.1 0.0 -0.1
N 2.82068 -0.21426 0.93832 0.1 0.0 0.0
H 3.49192 -4.46341 1.40110 0.0 0.0 0.0
H 1.95476 -3.74838 1.96585 0.0 0.0 0.0
H 3.50925 -3.05824 2.48333 0.0 0.0 0.0
H 2.91299 -4.06332 -1.03222 0.0 0.0 0.0
H 2.33973 -2.42839 -1.47738 0.0 0.0 0.0
H 1.31822 -3.46342 -0.48762 0.0 0.0 0.0
C 2.42195 4.50676 -2.15008 0.0 0.0 0.0
N 1.97437 3.13439 -2.01176 0.0 0.0 -0.1
C 2.25193 2.19261 -2.95397 0.0 -0.1 0.0
C 1.85086 0.91635 -2.82885 0.0 0.1 0.0
C 1.11995 0.56488 -1.63010 0.0 0.0 0.0
O 0.73944 -0.59488 -1.37307 0.0 0.0 0.0
N 0.83397 1.53029 -0.72660 0.0 0.0 0.0
C 1.22911 2.81734 -0.85555 0.0 0.1 0.1
O 0.99500 3.71541 -0.06016 0.0 0.0 0.0
H 3.06210 4.58125 -3.02757 0.0 0.0 0.0
H 2.97683 4.80658 -1.26312 0.0 0.0 0.0
H 1.57353 5.18261 -2.25864 0.0 0.0 0.0
H 2.82095 2.54093 -3.80693 0.0 0.0 0.0
H 2.07449 0.16701 -3.57098 0.0 0.0 0.0
```
Forces are in eV/Å.

For the HOMO energy (spin up / spin down), the calculation gives -0.1527 / -0.1754 hartree. The total charge is -1. The lowest unoccupied orbital energy (spin up / spin down) is 2.73 / 2.09 eV. As for the gap between HOMO and LUMO (spin up / spin down): 6.8848 / 6.8663 eV. The spin multiplicity is 6.

---

No. 3
Computed, not measured: a structure of composition C33H32N3O2PS3Tc, with ωB97M-V/def2-TZVPD.

The geometry in XYZ format:
```
75
Properties=species:S:1:pos:R:3:forces:R:3
Tc -0.62761 -0.00619 0.53010 -0.2 0.2 -0.4
O -1.40843 -0.81551 3.26515 0.0 0.0 0.0
C -0.42555 -0.55408 2.61385 0.1 0.2 0.3
C 0.93995 -0.57898 3.27636 -0.2 0.0 -0.2
C 1.09650 -0.46718 4.65175 0.0 0.0 0.0
C 2.37163 -0.46499 5.19137 0.0 0.0 0.0
C 3.48396 -0.59235 4.36145 0.0 0.0 0.0
C 3.32643 -0.73038 2.99187 0.0 0.0 0.0
C 2.04461 -0.72000 2.44969 0.2 0.0 -0.1
P 1.62977 -0.95456 0.69329 0.0 -0.2 0.1
C 1.63902 -2.75965 0.46091 0.0 0.0 0.1
C 1.47315 -3.61933 1.54020 0.0 0.0 0.0
C 1.38983 -4.99072 1.33342 0.0 0.1 0.0
C 1.46830 -5.50593 0.05000 0.0 0.0 0.0
C 1.63369 -4.64989 -1.03203 0.0 0.0 0.0
C 1.71811 -3.28281 -0.82942 0.0 0.0 0.0
C 3.08661 -0.44176 -0.26808 0.0 0.0 0.0
C 3.08486 0.73551 -1.00944 0.1 0.0 0.0
C 4.21808 1.12276 -1.71153 0.0 0.0 0.0
C 5.36075 0.33958 -1.67933 0.0 0.0 0.0
C 5.36695 -0.84277 -0.95132 0.0 0.0 0.0
C 4.23535 -1.23587 -0.25600 0.0 0.0 0.0
H 0.21274 -0.37236 5.26924 0.0 0.0 0.0
H 2.50773 -0.36012 6.25993 0.0 0.0 0.0
H 4.47890 -0.58510 4.78698 0.0 0.0 0.0
H 4.19659 -0.83550 2.35589 0.0 0.0 0.0
H 1.40317 -3.22490 2.54554 0.0 0.0 0.0
H 1.26183 -5.65247 2.17936 0.0 0.0 0.0
H 1.40112 -6.57375 -0.11004 0.0 0.0 0.0
H 1.69694 -5.04932 -2.03549 0.0 0.0 0.0
H 1.85435 -2.62407 -1.67897 0.0 0.0 0.0
H 2.19990 1.35030 -1.04628 0.0 0.1 0.1
H 4.20019 2.03678 -2.29062 0.0 0.0 0.0
H 6.24272 0.64274 -2.22787 0.0 0.0 0.0
H 6.25140 -1.46592 -0.93317 0.0 0.0 0.0
H 4.24503 -2.17186 0.28855 0.0 0.0 0.0
C -0.22958 -0.04636 -1.66887 0.0 0.1 0.1
C -1.49080 0.15266 -2.41521 0.1 -0.1 0.0
C -1.99023 1.43499 -2.67831 0.0 0.0 0.1
C -3.18270 1.62014 -3.34477 0.0 0.0 0.0
C -3.90706 0.51422 -3.79197 -0.2 0.0 -0.1
C -3.41706 -0.76794 -3.56431 0.0 -0.1 0.1
C -2.22892 -0.94073 -2.87885 -0.1 0.0 -0.1
C -5.15701 0.69615 -4.48403 0.2 0.0 0.1
N -6.15499 0.84150 -5.03614 -0.1 0.0 0.0
H 0.47297 0.76723 -1.85694 -0.1 0.0 -0.1
H 0.23464 -0.99327 -1.94446 0.0 0.0 0.0
H -1.43290 2.29607 -2.32651 0.0 0.0 0.0
H -3.56580 2.61593 -3.52274 0.0 0.0 0.0
H -3.97263 -1.62495 -3.92256 0.0 0.0 0.0
H -1.85683 -1.94185 -2.70100 0.0 0.0 0.0
S 0.65360 2.27301 1.07219 0.0 0.1 0.1
C -0.04334 3.80491 0.78010 0.2 -0.2 0.0
N -1.27146 4.12532 0.41315 0.0 0.0 -0.2
C -1.45962 5.56219 0.26117 0.0 0.0 0.1
C -0.10084 6.13440 0.72938 0.0 0.0 0.0
N 0.68861 4.92386 0.92172 0.0 0.0 0.0
H -1.97021 3.41016 0.20999 0.0 0.0 0.2
H -2.28444 5.90382 0.88474 0.0 0.0 0.0
H -1.68277 5.81420 -0.77547 0.0 0.0 0.0
H -0.19475 6.69471 1.66039 0.0 0.0 0.0
H 0.35317 6.77969 -0.02141 0.0 0.0 0.0
H 1.60980 4.88740 1.31972 0.0 0.0 0.0
C -5.54928 -0.94136 -0.49559 0.1 0.0 0.0
O -4.27894 -0.42654 -0.07772 0.0 0.0 -0.1
C -4.17597 0.87424 0.14696 0.1 0.0 0.2
S -5.40439 1.95487 0.00192 0.0 0.0 -0.1
S -2.61527 1.37706 0.74832 -0.1 -0.2 0.1
H -5.37568 -2.00297 -0.65073 0.0 0.0 0.0
H -5.87216 -0.45583 -1.41425 0.0 0.0 0.0
H -6.29450 -0.77166 0.27932 0.0 0.0 0.0
C -1.39867 -1.92879 0.31502 0.0 0.0 0.0
H -0.88958 -2.48055 -0.47458 -0.1 -0.1 0.0
H -2.43428 -1.73571 0.02574 0.0 -0.1 0.0
H -1.38874 -2.49954 1.24132 0.0 -0.1 0.0
```
Forces are in eV/Å.

For the HOMO energy (spin up / spin down), the calculation gives -0.2516 / -0.2751 hartree. The total charge is 0. The lowest unoccupied orbital energy (spin up / spin down) is 0.08 / -0.78 eV. As for the gap between HOMO and LUMO (spin up / spin down): 6.9285 / 6.7052 eV. The spin multiplicity is 4.

---

No. 4
Computed, not measured: the ion C3H7N2OS with charge +1, with ωB97M-V/def2-TZVPD.

The geometry in XYZ format:
```
14
Properties=species:S:1:pos:R:3:forces:R:3
C -0.93997 1.03935 0.24674 1.8 -1.3 -1.4
C 1.29706 -0.27778 -0.03262 -3.5 2.1 1.2
C -2.34345 1.06107 -0.08418 -3.5 0.6 1.6
N -0.45880 -0.05314 -0.13010 4.9 -3.3 -0.4
N 1.52718 -1.71631 -0.11073 1.3 -2.0 -2.3
O 1.95217 0.24183 1.04666 0.0 0.3 -0.2
S 2.47316 0.93942 -0.47505 -0.1 -0.4 0.0
H -0.22980 1.77174 0.55565 -0.3 1.3 0.6
H -2.55510 1.41400 -1.07822 0.5 0.1 -0.7
H -2.84243 -0.02485 -0.02625 1.1 2.7 0.3
H -2.79132 1.91144 0.52509 -0.3 -1.6 -0.3
H 2.35505 -2.04249 -0.73316 -1.7 1.1 0.4
H 0.64325 -2.16985 -0.46336 0.8 0.2 0.7
H 1.91301 -2.09443 0.75953 -1.0 0.2 0.7
```
Forces are in eV/Å.

For the HOMO energy, the calculation gives -0.5158 hartree. The total charge is +1. The lowest unoccupied orbital energy is -4.71 eV. Its structure (SMILES) is C/C=N/[C@]1([NH3+])OS1. As for the gap between HOMO and LUMO: 9.3222 eV.

---

No. 5
Computed, not measured: the ion C7H10NOS with charge +1, with ωB97M-V/def2-TZVPD.

The geometry in XYZ format:
```
20
Properties=species:S:1:pos:R:3:forces:R:3
C -0.74231 -0.62750 -2.39669 -0.1 0.0 0.0
C -0.74058 -1.97791 -2.60688 0.0 -0.2 0.4
C -0.46995 -0.29949 -1.06553 0.4 0.2 0.5
C -0.21492 -1.40899 -0.26455 -0.3 0.0 0.0
C -1.14550 1.09574 0.88618 -0.2 0.6 -0.3
C -0.43880 1.06484 -0.41383 -0.3 0.1 -0.7
C 0.10511 -1.35487 1.10997 0.5 -1.4 -0.4
N 1.28923 -0.57424 1.51500 -0.3 0.2 0.0
O 0.93215 1.44618 -0.18113 0.1 0.3 0.1
S -0.42471 -2.87534 -1.18531 0.0 0.3 0.0
H -0.95793 0.08928 -3.16786 -0.1 0.1 -0.2
H -0.92670 -2.49678 -3.52565 0.0 -0.1 -0.2
H -0.77921 1.75812 1.64937 0.1 0.1 0.2
H -2.16951 0.77593 0.93114 -0.2 -0.2 0.0
H -0.90424 1.79292 -1.09913 0.1 0.0 0.1
H -0.14196 -2.17185 1.76469 0.2 -0.1 0.2
H 1.18264 -0.22089 2.46966 0.1 0.0 -0.1
H 1.37361 0.25350 0.84844 0.2 -0.2 0.3
H 2.14220 -1.15553 1.47673 -0.3 0.3 0.0
H 1.34901 1.71031 -1.00901 0.0 0.0 0.0
```
Forces are in eV/Å.

For the HOMO energy (spin up / spin down), the calculation gives -0.4234 / -0.4868 hartree. The total charge is +1. The lowest unoccupied orbital energy (spin up / spin down) is -3.10 / -5.34 eV. As for the gap between HOMO and LUMO (spin up / spin down): 8.4185 / 7.9070 eV. The spin multiplicity is 3.

---

Values for largest force on an atom, eV/Å, ordered as above
0.245 0.131 0.541 5.922 1.524
Values for ΔE to the lowest compared entry with this formula, charge and spin, eV, ordered as above
0.457 0.591 0.000 4.924 0.000